## i
{"formula": "C6H7N2O2", "method": "wB97M-V/def2-TZVPD", "species": ["C", "C", "C", "C", "C", "C", "N", "N", "O", "O", "H", "H", "H", "H", "H", "H", "H"], "positions_angstrom": [[-0.2521, -1.8244, -0.0536], [0.6581, -0.7775, -0.0241], [-0.0554, 0.4690, 0.0055], [-1.6076, -1.2119, -0.0098], [2.1752, -0.9884, -0.0501], [0.3323, 1.9345, 0.0063], [-1.4586, 0.1436, 0.0004], [-3.0768, 1.0556, 0.2013], [-2.8679, 2.2390, 0.4658], [-2.6177, -1.9935, 0.0229], [-0.1938, -2.9435, -0.0082], [2.4901, -0.8155, -1.0268], [2.4592, -1.9578, 0.1106], [2.6724, -0.3468, 0.5946], [-0.5306, 2.6256, -0.0122], [0.8682, 2.0685, -0.9640], [1.0050, 2.3235, 0.7414]], "nbo_charge": [-0.33, -0.10, 0.18, 0.54, -0.62, -0.66, -0.47, 0.12, -0.47, -0.65, 0.21, 0.20, 0.20, 0.20, 0.26, 0.20, 0.20], "total_charge": -1, "homo_ev": [-2.926, -2.737], "gap_ha": [0.242, 0.234]}

## ii
{"formula": "C6H7N2O2", "method": "wB97M-V/def2-TZVPD", "species": ["C", "C", "C", "C", "C", "C", "N", "N", "O", "O", "H", "H", "H", "H", "H", "H", "H"], "positions_angstrom": [[-0.6690, -0.7746, 0.3466], [0.7916, -0.6204, 0.5591], [-2.0456, 1.1061, 0.9603], [3.4470, 1.7939, 0.1464], [2.7268, 0.6719, 0.3537], [-2.9393, -0.8844, -0.0151], [-1.7468, -0.0288, 0.1553], [1.3905, 0.5026, 0.1364], [1.3075, -1.6942, 0.9486], [-2.2229, 2.2223, 0.5750], [-1.0103, -1.8794, 0.3744], [4.5902, 1.8752, 0.4136], [2.9315, 2.5198, -0.3997], [3.1438, -0.2468, 0.8257], [-3.5354, -0.3220, -0.7782], [-2.7233, -1.7579, -0.5869], [-3.5824, -1.2018, 0.8276]], "nbo_charge": [0.06, 0.53, 0.42, -0.56, 0.01, -0.43, -0.40, -0.67, -0.73, -0.56, 0.15, 0.18, 0.19, 0.17, 0.20, 0.21, 0.21], "total_charge": -1, "homo_ev": [-3.265, -3.425], "gap_ha": [0.232, 0.250]}

Top of the stability list: i, leading by 32.1 kJ/mol.

## i
{"formula": "C14H18N2O5", "method": "wB97M-V/def2-TZVPD", "species": ["N", "C", "C", "C", "C", "C", "C", "C", "C", "C", "O", "N", "C", "C", "C", "C", "O", "O", "C", "O", "O", "H", "H", "H", "H", "H", "H", "H", "H", "H", "H", "H", "H", "H", "H", "H", "H", "H", "H"], "positions_angstrom": [[-1.0096, -1.0949, -0.7219], [-1.1657, 0.2351, -0.1647], [-2.2563, 0.3781, 0.9141], [-3.6215, 0.0941, 0.3651], [-4.3031, 1.0669, -0.3673], [-5.5542, 0.7907, -0.9192], [-6.1397, -0.4551, -0.7590], [-5.4608, -1.4428, -0.0379], [-4.2121, -1.1641, 0.5230], [0.1757, 0.7683, 0.3389], [0.2331, 1.7555, 1.0819], [1.2596, 0.1003, -0.0865], [2.6023, 0.4038, 0.3914], [3.5202, -0.7863, 0.1218], [4.9125, -0.6525, 0.7875], [6.0522, -0.9957, -0.1615], [6.8358, -1.8884, 0.0378], [6.1272, -0.2272, -1.2608], [3.1450, 1.6884, -0.2442], [4.1530, 1.7236, -0.9327], [2.4576, 2.7971, 0.0090], [-1.0716, -1.8004, 0.0235], [-1.7831, -1.3023, -1.3639], [-1.4190, 0.8726, -0.9954], [-2.0170, -0.3248, 1.7465], [-2.2012, 1.4208, 1.2812], [-3.8641, 2.0443, -0.5054], [-6.0903, 1.5736, -1.4859], [-7.1305, -0.6780, -1.1703], [-5.9041, -2.4250, 0.0940], [-3.7367, -1.9243, 1.1106], [1.0721, -0.6785, -0.7022], [2.5474, 0.5811, 1.4511], [3.6705, -0.8896, -0.9983], [3.0309, -1.6984, 0.4708], [5.0525, 0.3401, 1.1559], [4.9891, -1.2879, 1.6554], [5.4567, 0.4993, -1.2281], [1.6473, 2.5826, 0.5456]], "nbo_charge": [-0.85, -0.13, -0.45, 0.07, -0.25, -0.20, -0.22, -0.19, -0.26, 0.69, -0.67, -0.60, -0.17, -0.40, -0.53, 0.79, -0.57, -0.69, 0.80, -0.62, -0.66, 0.36, 0.39, 0.22, 0.21, 0.25, 0.21, 0.22, 0.22, 0.21, 0.21, 0.44, 0.23, 0.23, 0.22, 0.23, 0.24, 0.52, 0.52], "total_charge": 0, "homo_ev": -9.656, "smiles": "N[C@@H](Cc1ccccc1)C(=O)N[C@@H](CCC(=O)O)C(=O)O", "gap_ha": 0.366}

## ii
{"formula": "C14H18N2O5", "method": "wB97M-V/def2-TZVPD", "species": ["N", "C", "C", "C", "C", "C", "C", "C", "C", "C", "O", "N", "C", "C", "C", "C", "O", "O", "C", "O", "O", "H", "H", "H", "H", "H", "H", "H", "H", "H", "H", "H", "H", "H", "H", "H", "H", "H", "H"], "positions_angstrom": [[-0.5240, 3.1518, -0.5113], [-1.2174, 1.9389, 0.0586], [-2.0279, 1.2660, -1.1209], [-2.8114, 0.0675, -0.6307], [-2.1883, -1.1872, -0.5331], [-2.9471, -2.2813, -0.0293], [-4.2970, -2.1396, 0.2127], [-4.8491, -0.8633, 0.2022], [-4.0945, 0.2609, -0.1357], [-0.1556, 0.9847, 0.5697], [-0.2239, 0.4042, 1.6492], [0.9089, 0.9172, -0.2302], [2.0235, 0.0472, -0.1873], [2.8740, 0.3762, 1.1107], [3.9775, -0.6038, 1.1052], [4.8282, -0.2861, -0.1468], [5.2508, 0.8147, -0.2940], [4.9942, -1.2295, -1.0923], [1.6717, -1.4509, -0.3164], [2.4054, -2.1789, -0.9770], [0.6883, -1.9092, 0.4839], [-0.0393, 3.6690, 0.2143], [-1.2146, 3.8380, -0.7893], [-1.8937, 2.1771, 0.9104], [-1.3123, 1.0066, -1.9468], [-2.6794, 2.0106, -1.4985], [-1.2383, -1.3917, -0.9515], [-2.4813, -3.2293, 0.0250], [-4.9605, -2.9748, 0.4646], [-5.8731, -0.7879, 0.5827], [-4.6290, 1.1812, -0.1082], [0.8913, 1.6342, -0.9797], [2.6854, 0.2218, -1.0442], [3.2678, 1.4130, 1.1343], [2.1730, 0.2406, 1.9148], [3.6984, -1.6827, 1.1006], [4.6544, -0.3278, 1.8937], [4.3616, -1.9687, -1.0617], [0.3032, -1.1286, 0.9524]], "nbo_charge": [-0.85, -0.13, -0.43, 0.06, -0.25, -0.17, -0.23, -0.19, -0.26, 0.68, -0.65, -0.62, -0.17, -0.39, -0.54, 0.80, -0.59, -0.69, 0.80, -0.62, -0.67, 0.37, 0.37, 0.21, 0.22, 0.21, 0.22, 0.21, 0.22, 0.21, 0.21, 0.44, 0.25, 0.25, 0.23, 0.22, 0.25, 0.52, 0.51], "total_charge": 0, "homo_ev": -9.398, "smiles": "N[C@@H](Cc1ccccc1)C(=O)N[C@@H](CCC(=O)O)C(=O)O", "gap_ha": 0.365}

Top of the stability list: i, leading by 110.5 kJ/mol.

## i
{"formula": "C3H6ClNO", "method": "wB97M-V/def2-TZVPD", "species": ["C", "C", "C", "N", "O", "Cl", "H", "H", "H", "H", "H", "H"], "positions_angstrom": [[-2.4792, 0.0785, -0.4855], [1.4652, 1.0288, 0.0364], [1.6466, -0.4964, -0.2367], [-1.6519, -0.6727, 0.2354], [1.0666, -1.5108, 0.0602], [-4.0784, 0.1946, 0.1647], [0.8583, 1.3452, -0.7478], [0.8616, 1.1681, 0.9668], [2.4848, 1.5121, 0.1302], [2.5035, -0.4499, -0.8124], [-1.9434, -1.3568, 0.9571], [-0.7336, -0.8407, -0.2683]], "nbo_charge": [0.03, -0.73, 0.48, -0.80, -0.54, -0.07, 0.25, 0.23, 0.24, 0.09, 0.39, 0.43], "total_charge": 0, "homo_ev": -8.652, "gap_ha": 0.344}

## ii
{"formula": "C3H6ClNO", "method": "wB97M-V/def2-TZVPD", "species": ["C", "C", "C", "N", "O", "Cl", "H", "H", "H", "H", "H", "H"], "positions_angstrom": [[-0.8704, -2.1048, 1.0029], [0.2702, 1.8336, -0.3158], [0.6528, -0.5208, -1.0765], [-0.0420, 0.4933, -0.6639], [-1.7813, -1.4559, 0.6159], [2.2576, -0.0359, -1.4862], [-0.9931, -2.8111, 1.8105], [1.0417, 1.7882, 0.4986], [0.6593, 2.3624, -1.1401], [-0.5249, 2.2870, 0.2822], [0.1626, -2.0929, 0.7004], [-0.8326, 0.2570, -0.2281]], "nbo_charge": [0.31, -0.45, 0.04, -0.57, -0.52, -0.08, 0.08, 0.20, 0.22, 0.22, 0.13, 0.41], "total_charge": 0, "homo_ev": -8.680, "gap_ha": 0.346}

Top of the stability list: i, leading by 40.2 kJ/mol.

## i
{"formula": "C5H16O3", "method": "wB97M-V/def2-TZVPD", "species": ["C", "C", "C", "C", "C", "H", "H", "H", "H", "H", "H", "H", "H", "H", "H", "H", "H", "O", "H", "H", "O", "H", "H", "O"], "positions_angstrom": [[-0.1819, -1.9229, 0.2660], [0.1332, -0.6170, -0.3332], [0.2960, 0.5298, 0.4753], [0.4090, 1.8334, -0.2482], [-0.0069, 0.4673, 1.9354], [-1.2030, -1.8710, 0.6544], [-0.0538, -2.7848, -0.3839], [0.4620, -2.0696, 1.1328], [1.2573, -0.2597, 0.2627], [0.2298, -0.3328, -1.3820], [0.2142, 2.6492, 0.4501], [1.3475, 1.9370, -0.7762], [0.1334, 1.4265, 2.4143], [-1.0661, 0.1585, 2.0263], [0.6754, -0.2133, 2.4639], [4.1314, -0.5807, -1.7067], [2.6404, -0.3383, -1.5544], [3.4434, -0.4654, -1.0416], [-2.2774, 0.2662, -0.8404], [-2.4079, -0.2753, -2.3286], [-1.9662, 0.4277, -1.8405], [-3.2853, 0.3660, 0.8595], [-0.3570, 1.8526, -1.0396], [-2.5676, -0.1834, 0.5346]], "lowdin_charge": [-0.04, -0.10, -0.34, 0.00, -0.03, 0.09, 0.09, 0.09, 0.20, 0.13, 0.10, 0.09, 0.08, 0.09, 0.10, 0.05, 0.02, -0.05, -0.03, 0.02, -0.18, -0.06, 0.09, -0.40], "total_charge": 0, "homo_ev": -7.852, "gap_ha": 0.288}

## ii
{"formula": "C5H16O3", "method": "wB97M-V/def2-TZVPD", "species": ["C", "C", "C", "C", "C", "H", "H", "H", "H", "H", "H", "H", "H", "H", "H", "O", "H", "H", "O", "H", "H", "O", "H", "H"], "positions_angstrom": [[0.4696, 1.1243, -0.0970], [-0.0634, -0.1845, 0.4446], [-0.7164, -0.1231, 1.6144], [-1.3002, -1.4790, 2.2305], [-0.9695, 1.0436, 2.5056], [-0.3997, 1.8871, 0.0526], [1.5803, 1.3750, 0.2916], [0.5694, 0.9918, -1.1396], [0.1688, -0.9793, -0.0996], [-0.7462, -1.6214, 3.1595], [-1.2198, -2.2881, 1.5449], [-2.3984, -1.4745, 2.4059], [-1.9202, 1.4733, 2.3347], [-0.1654, 1.9033, 2.2091], [-0.7701, 0.7656, 3.5364], [4.3656, 1.1015, 4.6612], [4.9170, 0.4237, 5.0896], [4.8226, 2.0046, 4.5492], [0.5261, -2.3983, -6.9180], [0.0163, -2.5707, -6.1735], [0.4483, -1.3877, -7.1665], [-2.1235, 0.3504, -5.0090], [-2.2923, -0.3169, -5.6621], [-2.7990, 0.3792, -4.3643]], "nbo_charge": [-0.65, -0.22, 0.05, -0.64, -0.66, 0.21, 0.22, 0.21, 0.19, 0.21, 0.21, 0.21, 0.22, 0.21, 0.22, -0.96, 0.48, 0.48, -0.94, 0.47, 0.48, -0.95, 0.47, 0.47], "total_charge": 0, "homo_ev": -8.767, "smiles": "CC=C(C)C.O.O.O", "gap_ha": 0.342}

Top of the stability list: ii, leading by 132.1 kJ/mol.

## i
{"formula": "C12H13NO2", "method": "wB97M-V/def2-TZVPD", "species": ["C", "C", "C", "C", "C", "C", "C", "C", "C", "C", "C", "C", "N", "O", "O", "H", "H", "H", "H", "H", "H", "H", "H", "H", "H", "H", "H", "H"], "positions_angstrom": [[-3.9431, -0.3700, 1.2855], [-3.4373, -1.5406, 0.7179], [-3.3547, 0.8190, 0.9623], [-2.4025, -1.6266, -0.1924], [-2.2816, 0.8421, 0.0883], [-1.8681, -0.3898, -0.4390], [1.4538, -0.8369, 0.4946], [1.5076, 0.7125, -1.5037], [3.5144, -0.2708, -0.2166], [-0.6585, -0.4226, -1.2159], [2.1366, 0.3792, -0.0738], [2.0461, 1.6206, 0.7476], [2.1519, -1.8612, 0.6363], [0.1452, 0.7130, -1.2962], [3.4981, -1.5379, 0.4419], [-4.9189, -0.5571, 1.8160], [-4.0267, -2.4739, 0.8359], [-3.6652, 1.6348, 1.4794], [-2.1477, -2.5337, -0.6782], [-1.5969, 1.5987, -0.1900], [1.8072, 1.6815, -1.8732], [1.7801, -0.0584, -2.2018], [3.8261, -0.4187, -1.3160], [4.3696, 0.4088, 0.2952], [-0.3014, -1.2922, -1.7844], [2.6967, 2.5223, 0.4114], [2.6177, 1.3818, 1.6766], [1.0517, 1.8760, 1.0922]], "nbo_charge": [-0.23, -0.18, -0.18, -0.19, -0.21, -0.13, 0.25, -0.02, -0.08, 0.22, -0.25, -0.62, -0.19, -0.52, -0.38, 0.23, 0.20, 0.21, 0.23, 0.23, 0.20, 0.17, 0.18, 0.19, 0.19, 0.22, 0.22, 0.24], "total_charge": 0, "homo_ev": [-7.005, -9.034], "gap_ha": [0.217, 0.320]}

## ii
{"formula": "C12H13NO2", "method": "wB97M-V/def2-TZVPD", "species": ["C", "C", "C", "C", "C", "C", "C", "C", "C", "C", "C", "C", "N", "O", "O", "H", "H", "H", "H", "H", "H", "H", "H", "H", "H", "H", "H", "H"], "positions_angstrom": [[-1.5919, -2.7549, -2.0040], [-0.5094, -2.0749, -2.5693], [-2.2125, -2.3787, -0.8020], [0.0875, -1.0590, -1.9122], [-1.4212, -1.3757, -0.0232], [-0.2891, -0.7221, -0.5818], [-1.9303, -1.2419, 1.2469], [0.2108, 0.4850, 1.5032], [0.4591, 0.4646, 0.0826], [-0.2344, 1.6183, -0.5771], [2.0043, 0.4265, -0.0697], [1.3961, 2.4021, 2.3033], [0.4848, 1.2133, 2.5086], [0.1957, 0.9425, 3.7001], [-2.6314, -1.4925, 2.1710], [-1.9742, -3.5293, -2.6527], [-0.2515, -2.3258, -3.6755], [-3.1270, -2.8535, -0.2434], [0.8687, -0.6209, -2.4467], [-0.1718, 1.7029, -1.6568], [0.2266, 2.6585, -0.4177], [-1.3388, 1.6199, -0.3383], [2.2438, 1.4870, 0.0655], [2.4148, -0.0943, -1.0718], [2.3046, -0.2547, 0.7156], [1.0049, 2.9945, 1.5170], [2.2893, 1.9513, 1.9354], [1.4925, 2.8121, 3.2933]], "nbo_charge": [-0.24, -0.14, -0.11, -0.26, -0.37, 0.30, 0.80, 0.01, -0.23, -0.62, -0.60, -0.46, 0.05, -0.58, -0.41, 0.22, 0.23, 0.25, 0.23, 0.21, 0.22, 0.23, 0.22, 0.20, 0.23, 0.20, 0.20, 0.24], "total_charge": 0, "homo_ev": [-7.188, -7.000], "gap_ha": [0.222, 0.214]}

Top of the stability list: i, leading by 79.2 kJ/mol.

## i
{"formula": "C7H16Cl2IrN2O2PS", "method": "wB97M-V/def2-TZVPD", "species": ["C", "C", "H", "H", "H", "O", "Cl", "Ir", "P", "C", "C", "H", "H", "H", "C", "H", "H", "H", "H", "H", "H", "C", "O", "Cl", "N", "C", "N", "S", "H", "H", "H", "H"], "positions_angstrom": [[1.6386, 1.1697, -3.2286], [1.1163, 0.1769, -2.2631], [2.2836, 0.7025, -3.9522], [2.2645, 1.8399, -2.6314], [0.8678, 1.7721, -3.7150], [1.1048, -1.0145, -2.5338], [1.7725, 3.0149, 0.4540], [0.6249, 1.2572, -0.5830], [-1.2876, -0.0629, -0.5620], [-0.9945, -1.8034, -0.0221], [-2.8947, 0.1116, 0.3294], [-2.0157, 0.7810, -2.6994], [-2.7710, -0.8107, -2.3518], [-1.0940, -0.7324, -2.9250], [-1.8433, -0.2254, -2.3097], [-3.2305, 1.1540, 0.2878], [-3.6350, -0.5527, -0.1582], [-1.8094, -2.4613, -0.3703], [-0.9685, -1.8525, 1.0745], [-2.7858, -0.2116, 1.3750], [-0.0541, -2.1991, -0.4166], [1.6984, -0.0768, 0.1054], [2.3656, -0.9319, 0.5075], [-1.2380, 2.8163, -0.8914], [0.6622, -1.0336, 3.9271], [1.0678, 0.0550, 3.2442], [2.3869, 0.2737, 3.2564], [-0.0087, 1.0834, 2.3913], [1.3101, -1.5220, 4.5264], [-0.3213, -1.2653, 3.9444], [2.7577, 1.0085, 2.6494], [3.0304, -0.4607, 3.5408]], "nbo_charge": [-0.71, 0.32, 0.28, 0.27, 0.31, -0.23, -0.23, 0.62, 1.08, -0.98, -0.93, 0.28, 0.28, 0.25, -0.96, 0.28, 0.28, 0.28, 0.24, 0.24, 0.25, 0.57, -0.41, -0.35, -0.73, 0.27, -0.72, 0.39, 0.44, 0.44, 0.44, 0.44], "spin_multiplicity": 5, "total_charge": 2, "homo_ev": [-14.289, -16.740], "gap_ha": [0.257, 0.197]}

## ii
{"formula": "C7H16Cl2IrN2O2PS", "method": "wB97M-V/def2-TZVPD", "species": ["C", "C", "H", "H", "H", "O", "Cl", "Ir", "P", "C", "C", "H", "H", "H", "C", "H", "H", "H", "H", "H", "H", "C", "O", "Cl", "N", "C", "N", "S", "H", "H", "H", "H"], "positions_angstrom": [[0.4871, -0.9459, -4.4643], [0.1885, -0.4480, -3.1199], [0.8984, -0.1320, -5.0765], [-0.4339, -1.3306, -4.9304], [1.2206, -1.7679, -4.4109], [0.3733, 0.6195, -2.5839], [-0.6988, -2.0292, -2.1119], [-0.7920, -0.6535, -0.3646], [1.2714, -0.4069, 0.6981], [1.6391, 1.2666, 1.2768], [1.5011, -1.4906, 2.1333], [2.3344, -1.9023, -0.8521], [3.5079, -0.8109, -0.0367], [2.4777, -0.1919, -1.3764], [2.5243, -0.8750, -0.5185], [1.0500, -2.4673, 1.9215], [2.5799, -1.6022, 2.3099], [2.6909, 1.3008, 1.5948], [0.9906, 1.5119, 2.1283], [1.0216, -1.0533, 3.0174], [1.4755, 1.9918, 0.4695], [-0.9217, 1.1539, -0.6821], [-0.9880, 2.3041, -0.8285], [-1.0897, -2.8882, 0.5925], [-2.5497, 1.8040, 2.9295], [-2.6610, 1.0308, 1.8461], [-3.4955, 1.3791, 0.8660], [-1.7897, -0.4444, 1.7891], [-3.0912, 2.6544, 3.0321], [-1.9382, 1.5209, 3.6802], [-3.6287, 0.7623, 0.0756], [-4.1546, 2.1402, 0.9961]], "nbo_charge": [-0.77, 0.73, 0.29, 0.30, 0.30, -0.47, -0.07, 0.46, 1.06, -0.97, -0.97, 0.27, 0.27, 0.26, -0.97, 0.28, 0.27, 0.28, 0.25, 0.26, 0.26, 0.43, -0.41, -0.14, -0.72, 0.30, -0.72, 0.17, 0.44, 0.44, 0.44, 0.44], "spin_multiplicity": 5, "total_charge": 2, "homo_ev": [-13.562, -16.770], "gap_ha": [0.252, 0.221]}

Top of the stability list: ii, leading by 95.1 kJ/mol.